28
Properties=species:S:1:pos:R:3:forces:R:3 method="wB97M-V/def2-TZVPD" homo_lumo_gap_ev=8.716 e_homo_ev=-8.191 charge=0
O -0.40969 1.56410 2.67446 0.047 -0.045 0.019
O 1.09982 -4.44268 1.34727 -0.006 -0.017 0.164
O -0.35704 1.54394 0.45527 0.208 -0.590 0.490
O 0.78678 -3.33432 -0.64850 -0.038 0.110 -0.075
C -0.43986 4.14940 -1.49522 -0.019 0.105 -0.295
C -0.36508 2.13347 -2.58050 -0.042 0.175 -0.208
C 0.59088 -2.46746 0.39645 0.045 -0.095 0.232
C -0.23836 0.97311 1.63457 -0.164 0.323 0.031
C 1.12912 -4.58632 -0.06847 0.065 -0.208 -0.149
C -1.70742 2.38534 -2.22088 -0.063 0.237 -0.356
C 0.42212 3.21515 -2.12280 -0.096 0.229 -0.361
C -1.75645 3.63411 -1.55343 -0.043 0.127 -0.322
C 0.26272 -1.14027 0.35462 -0.018 0.007 -0.125
C 0.77869 -3.13904 1.59710 -0.045 0.168 -0.201
C 0.63914 -2.50764 2.80872 0.041 -0.192 -0.008
C 0.11527 -0.47836 1.58280 0.069 -0.099 0.038
C 0.30067 -1.15572 2.77974 -0.029 0.075 0.014
Be -0.56055 2.42072 -0.66336 -0.104 0.255 -0.462
H 0.40637 -5.34677 -0.37551 -0.050 0.073 0.049
H 0.11814 -0.61861 -0.58052 0.009 -0.010 0.013
H -0.00947 1.29228 -3.15310 0.037 -0.135 0.239
H -0.16177 5.13054 -1.14727 0.059 -0.146 0.322
H 0.78591 -3.04307 3.73635 -0.003 0.025 0.006
H 0.17524 -0.60637 3.70236 -0.001 0.019 -0.018
H 1.46896 3.36613 -2.32913 0.073 -0.165 0.313
H 2.13342 -4.87951 -0.38756 0.008 0.086 0.053
H -2.55826 1.78386 -2.49601 0.034 -0.158 0.292
H -2.64926 4.15397 -1.24746 0.027 -0.157 0.304